1.
21
Properties=species:S:1:pos:R:3 method="wB97M-V/def2-TZVPD" energy_ev=-40739.5471 gap_ev=10.17 lumo_ev=0.30 e_above_lowest_kj_mol=0.0
C 0.306 0.236 -0.686
C 0.452 -0.547 0.399
C -2.537 -0.078 0.340
C -1.727 1.073 -0.179
C -1.676 -1.366 0.213
N 2.994 -0.138 -0.239
O 2.567 0.751 -2.560
O 2.351 2.266 -0.594
O 2.555 -1.733 1.691
O 2.091 0.624 1.978
O -0.791 0.761 -1.188
O -0.509 -1.249 1.032
S 2.168 0.981 -1.202
S 2.030 -0.510 1.154
H -2.987 0.304 1.247
H -3.340 -0.154 -0.349
H -2.323 1.831 -0.664
H -1.167 1.628 0.603
H -2.196 -2.221 0.669
H -1.323 -1.520 -0.888
H 3.060 -0.938 -0.777



2.
14
Properties=species:S:1:pos:R:3 method="wB97M-V/def2-TZVPD" energy_ev=-9741.0729 gap_ev=9.81 lumo_ev=0.62 e_above_lowest_kj_mol=189.1 smiles="C=N[C@H](N)C(N)=O"
C 1.496 0.971 -0.882
N 0.606 0.095 -1.144
C 0.263 -0.481 0.141
N 0.326 -1.892 0.259
C -1.132 -0.037 0.572
O -1.617 -0.534 1.574
N -1.675 0.992 -0.120
H 2.245 0.829 -0.087
H 0.818 0.265 0.819
H 1.555 1.901 -1.430
H -0.146 -2.214 1.098
H 1.232 -2.315 0.116
H -1.367 1.149 -1.069
H -2.604 1.271 0.153



3.
58
Properties=species:S:1:pos:R:3 method="wB97M-V/def2-TZVPD" energy_ev=-65229.9831 gap_ev=4.77 lumo_ev=0.94 charge=-1
O 3.086 -4.216 3.430
C 2.566 -3.139 3.485
C 1.585 -2.493 2.596
C 1.416 -1.230 2.987
C 0.492 -0.219 2.376
C 0.118 0.870 3.384
O -0.796 1.820 2.874
C -2.057 1.320 2.563
C -2.916 0.944 3.783
F -4.119 1.592 3.705
F -2.340 1.319 4.949
C -3.245 -0.555 3.908
F -4.067 -0.731 4.970
F -2.096 -1.236 4.162
C -3.903 -1.189 2.646
F -2.926 -1.772 1.900
F -4.497 -0.258 1.874
C -4.935 -2.287 2.936
F -4.432 -3.197 3.794
F -6.056 -1.732 3.458
C 2.332 -1.007 4.142
O 2.677 0.002 4.688
O 2.862 -2.237 4.503
H 1.085 -2.988 1.787
H -0.400 -0.783 2.121
H 0.925 0.185 1.469
H 1.005 1.425 3.649
H -0.233 0.394 4.298
H -2.595 2.110 2.054
H -2.008 0.493 1.860
H -5.204 -2.763 1.995
C 1.446 -1.515 -1.354
Si 1.861 -0.418 -2.843
C 1.929 -1.576 -4.342
C 3.627 0.208 -2.549
N 0.701 0.788 -2.941
Si 0.633 2.010 -4.090
C 0.432 1.398 -5.874
C 2.128 3.179 -4.082
C -0.879 3.097 -3.740
H 2.178 -2.325 -1.239
H 1.450 -0.917 -0.438
H 0.456 -1.961 -1.474
H 2.523 -2.474 -4.127
H 2.384 -1.085 -5.205
H 0.923 -1.896 -4.618
H 3.636 0.957 -1.755
H 4.046 0.657 -3.452
H 4.297 -0.610 -2.251
H 1.357 0.956 -6.254
H 0.163 2.221 -6.549
H -0.357 0.646 -5.929
H 2.354 3.494 -3.062
H 1.932 4.078 -4.679
H 3.016 2.698 -4.499
H -0.806 3.536 -2.743
H -1.792 2.500 -3.788
H -0.964 3.913 -4.468



4.
56
Properties=species:S:1:pos:R:3 method="wB97M-V/def2-TZVPD" energy_ev=-55973.9408 gap_ev=8.45 lumo_ev=0.17 e_above_lowest_kj_mol=0.0 smiles="CCCCNS(=O)(=O)c1ccc2nc(SCC(=O)Nc3cc(C)cc(C)c3)[nH]c2c1"
C -3.598 -3.334 -1.258
C -4.661 -2.564 -0.483
C -4.845 -1.153 -1.040
C -5.811 -0.315 -0.192
N -5.616 1.111 -0.315
S -4.609 1.847 0.785
O -4.526 3.221 0.392
O -5.082 1.505 2.092
C -3.015 1.061 0.548
C -2.674 0.017 1.384
C -1.498 -0.645 1.083
N -0.852 -1.718 1.648
C 0.268 -1.938 0.900
N 0.391 -1.101 -0.099
C -0.695 -0.268 -0.023
C -1.052 0.808 -0.829
C -2.229 1.463 -0.526
H -2.565 2.307 -1.108
H -0.433 1.103 -1.661
S 1.362 -3.222 1.291
C 2.512 -3.151 -0.123
H 2.962 -4.142 -0.169
H 1.916 -2.954 -1.013
C 3.623 -2.110 0.065
O 4.753 -2.449 0.341
N 3.177 -0.854 -0.130
C 3.874 0.355 -0.015
C 3.125 1.526 -0.117
C 3.737 2.763 -0.020
C 5.113 2.818 0.177
C 5.871 1.661 0.281
C 5.245 0.425 0.185
H 5.820 -0.482 0.268
C 7.349 1.731 0.517
H 7.754 2.683 0.182
H 7.559 1.629 1.582
H 7.860 0.923 -0.002
H 5.597 3.781 0.252
C 2.941 4.028 -0.138
H 1.874 3.822 -0.117
H 3.183 4.708 0.677
H 3.177 4.534 -1.074
H 2.056 1.460 -0.269
H 2.175 -0.752 -0.320
H -1.129 -2.238 2.463
H -3.309 -0.238 2.216
H -5.500 1.460 -1.251
H -5.677 -0.526 0.871
H -6.847 -0.551 -0.454
H -5.215 -1.210 -2.066
H -3.872 -0.660 -1.069
H -4.363 -2.495 0.565
H -5.610 -3.101 -0.525
H -3.473 -4.333 -0.847
H -2.642 -2.817 -1.207
H -3.880 -3.428 -2.304